[1]
Molecular formula: C46H72BN19O2P
Method: DFT, the ωB97M-V functional and the def2-TZVPD basis

Last column: Mulliken charge in e.
Geometry (Å):
C: 6.0987 0.7036 5.2608  -1.1851
C: 4.9243 0.2286 4.3958  -0.2735
P: 5.6212 -0.6387 2.9363  0.4085
C: 6.0629 0.7604 1.8540  -1.2860
C: 4.1659 -1.3057 2.0052  1.1916
N: 2.7556 -1.0160 2.3899  0.0565
C: 2.0069 -1.8922 1.6599  -0.4267
N: 0.7022 -1.8468 1.5863  0.0256
C: -0.1335 -0.8581 2.2843  -1.0013
C: -0.3698 0.3969 1.4881  0.2984
C: 0.6716 1.0715 0.8334  0.9644
C: 0.3934 2.2610 0.1489  -0.5426
C: -0.9060 2.7786 0.1014  -0.7640
C: -1.9671 2.1034 0.7196  0.3674
C: -3.3689 2.6320 0.6867  -1.3096
C: -1.6748 0.9155 1.4148  -0.8449
N: 2.7798 -2.7799 0.9751  -0.1568
C: 4.0761 -2.8056 1.7646  -0.8271
B: 3.8813 -3.6821 3.0849  0.3114
O: 4.4214 -3.2895 4.2959  -0.2675
O: 3.1541 -4.8215 2.9394  -0.6531
H: 5.8029 1.5314 5.8960  0.3915
H: 6.9350 1.0306 4.6429  0.3142
H: 6.4805 -0.1149 5.8664  0.1893
H: 4.3594 1.1032 4.0672  0.2035
H: 4.2748 -0.4200 4.9812  0.3410
H: 6.4819 0.3603 0.9355  0.3437
H: 5.1824 1.3500 1.5919  0.3022
H: 6.7874 1.3964 2.3498  0.5284
H: 4.2452 -0.8792 1.0022  -0.8761
H: 2.5269 -0.9656 3.3738  0.4836
H: 0.2464 -2.5297 1.0034  0.2860
H: 0.3164 -0.6645 3.2567  0.1439
H: -1.0881 -1.3393 2.4783  0.4496
H: 1.6852 0.6956 0.8642  -0.7524
H: 1.1941 2.7946 -0.3382  0.8770
H: -1.1020 3.6943 -0.4365  0.8499
H: -3.6312 2.9684 -0.3126  0.4224
H: -4.0582 1.8465 0.9848  0.2223
H: -3.4986 3.4539 1.3817  0.0613
H: -2.4871 0.4012 1.9149  0.3814
H: 2.3402 -3.6901 0.8903  0.4205
H: 4.9255 -3.2484 1.2478  0.5107
H: 3.7708 -2.9067 4.8940  0.2599
H: 3.2789 -5.4529 3.6561  0.3259
C: -2.4495 6.9782 1.7815  -0.5325
C: -3.6460 6.1717 1.9633  0.4472
N: -4.5893 5.5343 2.1067  -0.4677
H: -2.2199 7.0676 0.7208  0.2742
H: -2.6031 7.9741 2.1929  0.3447
H: -1.6096 6.5124 2.2937  -0.0042
C: 5.8512 -3.4068 7.5032  -0.7699
C: 4.8337 -2.3799 7.6427  0.4339
N: 4.0109 -1.5802 7.6716  -0.4493
H: 6.1747 -3.4614 6.4645  0.1744
H: 6.7201 -3.2038 8.1261  0.3288
H: 5.4530 -4.3788 7.7890  0.3367
C: -0.0496 3.0621 -4.2213  -0.1737
C: -0.9617 3.7976 -3.3681  0.3798
N: -1.6216 4.3712 -2.6259  -0.4628
H: -0.5678 2.6271 -5.0767  -0.0422
H: 0.7244 3.7315 -4.5957  0.3244
H: 0.4395 2.2554 -3.6764  0.0634
C: 9.8706 -1.6173 4.3186  -0.7712
C: 9.4869 -0.9250 3.1017  0.5209
N: 9.1841 -0.3822 2.1371  -0.4981
H: 9.4406 -2.6168 4.3421  0.2905
H: 10.9498 -1.7154 4.3877  0.1397
H: 9.5258 -1.0706 5.1951  0.3161
C: 0.9991 0.7564 -7.9249  -0.7670
C: -0.2775 1.2786 -7.4622  0.3931
N: -1.2807 1.6891 -7.0876  -0.4422
H: 1.6313 0.5094 -7.0737  0.2568
H: 0.8432 -0.1419 -8.5189  0.2924
H: 1.5082 1.4974 -8.5379  0.2664
C: 11.3746 -4.8676 1.6704  -0.8017
C: 11.6523 -4.5112 3.0543  0.3940
N: 11.8704 -4.2239 4.1431  -0.4007
H: 10.5369 -5.5605 1.6208  0.2648
H: 11.1293 -3.9766 1.0950  0.2601
H: 12.2457 -5.3427 1.2239  0.2962
C: -7.3764 1.0588 -0.4827  -0.5399
C: -6.1439 0.2904 -0.4310  0.4321
N: -5.1587 -0.2959 -0.3918  -0.4279
H: -7.1615 2.1235 -0.4057  0.2805
H: -7.9061 0.8842 -1.4174  0.0033
H: -8.0348 0.7825 0.3387  0.2866
C: 13.0052 1.4817 3.6486  -0.7979
C: 12.8711 0.3925 4.6047  0.4162
N: 12.7660 -0.4707 5.3532  -0.4223
H: 12.5172 1.2200 2.7113  0.2689
H: 12.5441 2.3854 4.0420  0.2669
H: 14.0570 1.6819 3.4546  0.2946
C: -8.5901 -0.5625 -5.0021  -0.8708
C: -9.1808 0.3487 -4.0391  0.3006
N: -9.6833 1.0737 -3.3025  -0.5885
H: -9.3686 -1.0174 -5.6093  0.2433
H: -7.9141 -0.0389 -5.6753  0.4583
H: -8.0423 -1.3597 -4.5086  0.4373
C: -11.7576 -3.0926 -2.7780  -0.8586
C: -10.3669 -3.1740 -3.1909  0.4708
N: -9.2909 -3.2708 -3.5773  -0.4944
H: -11.9495 -2.1610 -2.2483  0.3004
H: -12.4044 -3.1448 -3.6525  0.2855
H: -12.0025 -3.9249 -2.1207  0.3034
C: 3.4637 0.3554 -0.5087  -0.0623
C: 2.7897 0.6990 -1.7510  -0.0176
N: 2.2724 0.9713 -2.7380  -0.5057
H: 2.9631 -0.4955 -0.0464  -0.1439
H: 4.4938 0.0679 -0.7163  0.6763
H: 3.4635 1.1743 0.2124  0.1204
C: -9.9525 -5.6361 -6.2240  -0.5932
C: -11.3037 -5.1378 -6.0186  0.4044
N: -12.3513 -4.7099 -5.8299  -0.4512
H: -9.5867 -5.3385 -7.2043  0.1013
H: -9.2899 -5.2146 -5.4692  0.2209
H: -9.9361 -6.7222 -6.1541  0.2985
C: -1.7312 2.8946 4.9693  -0.7908
C: -1.0603 3.9834 4.2776  0.4533
N: -0.5063 4.8284 3.7354  -0.3126
H: -1.4520 1.9510 4.5023  0.1119
H: -1.4604 2.8596 6.0224  0.3696
H: -2.8124 3.0029 4.8985  0.2835
C: -9.1674 -3.2271 -9.9551  -0.9068
C: -8.5718 -2.9026 -8.6679  0.3935
N: -8.0954 -2.6164 -7.6653  -0.3811
H: -10.2010 -3.5429 -9.8240  0.2718
H: -9.1540 -2.3511 -10.6003  0.3324
H: -8.6120 -4.0287 -10.4384  0.3115
C: -10.7775 2.8167 -6.7344  -0.8803
C: -10.2723 1.6004 -7.3534  0.4245
N: -9.8726 0.6425 -7.8415  -0.4019
H: -11.5942 2.5792 -6.0558  0.2725
H: -9.9874 3.3030 -6.1657  0.2674
H: -11.1391 3.5036 -7.4968  0.3342
C: 1.0682 4.4995 2.6670  -0.5220
C: 2.0477 3.6115 2.0595  0.3186
N: 2.7979 2.8943 1.5695  -0.4983
H: 0.1671 3.9436 2.9260  -0.3110
H: 1.4767 4.9481 3.5706  0.5215
H: 0.8028 5.2922 1.9700  0.2615

Calculated values
* HOMO energy: -10.74 eV
* HOMO-LUMO gap: 8.3 eV
* net charge: +1



[2]
Molecular formula: C4H7NO
Method: DFT, the ωB97M-V functional and the def2-TZVPD basis

Last column: natural (NBO) charge in e.
Geometry (Å):
C: -2.1503 -0.2207 0.2453  -0.4408
C: 2.2113 -0.1798 0.1611  -0.6717
C: 0.7825 -0.0457 -0.2060  0.3116
C: -0.1008 0.9599 -0.4339  -0.2571
N: -1.1880 0.1332 -0.7692  -0.0568
O: 0.0164 -1.1049 -0.5316  -0.4255
H: -0.0305 2.0032 -0.6890  0.2179
H: -2.8813 0.5949 0.2543  0.2170
H: -1.7150 -0.3339 1.2448  0.1925
H: -2.6639 -1.1339 -0.0523  0.2186
H: 2.3009 -0.8009 1.0553  0.2319
H: 2.6477 0.7977 0.3590  0.2325
H: 2.7710 -0.6692 -0.6377  0.2300

Calculated values
* HOMO energy: -8.16 eV
* energy relative to the best compared isomer or geometry (same formula, charge and spin): 103.7 kcal/mol
* HOMO-LUMO gap: 8.7 eV
* net charge: 0



[3]
Molecular formula: C25H35GeN3OSSnTe
Method: DFT, the ωB97M-V functional and the def2-TZVPD basis

Last column: natural (NBO) charge in e.
Geometry (Å):
Sn: 0.0574 0.0388 -0.6166  0.9583
O: -0.5337 -2.2012 -1.2979  -0.6103
N: -0.3833 -3.0824 -0.3448  0.0277
C: -1.2324 -4.1278 -0.3312  0.0194
C: -1.1319 -5.1347 0.5923  -0.2758
C: -0.1276 -5.0729 1.5539  -0.1932
C: 0.7180 -3.9951 1.5463  -0.2270
C: 0.5974 -2.9632 0.6010  0.0388
S: 1.6466 -1.6005 0.6062  -0.2549
H: -1.9795 -4.0900 -1.1079  0.2267
H: -1.8319 -5.9575 0.5530  0.2169
H: -0.0232 -5.8502 2.2997  0.2122
H: 1.5102 -3.9053 2.2764  0.2294
C: 1.9429 2.0578 -4.9476  -1.0831
Ge: 0.8819 2.0463 -3.2694  1.6208
C: -1.0117 2.1033 -3.8690  -1.0988
C: 1.0766 4.0079 -2.7533  -1.1155
C: 1.5168 0.9362 -1.8706  -1.7655
H: 1.7329 2.9666 -5.5206  0.2064
H: 1.6920 1.1927 -5.5696  0.2167
H: 3.0150 2.0205 -4.7343  0.2171
H: -1.1999 2.9923 -4.4790  0.2064
H: -1.6827 2.1181 -3.0042  0.2233
H: -1.2518 1.2127 -4.4587  0.2196
H: 0.8955 4.6527 -3.6234  0.2101
H: 2.1010 4.2136 -2.4118  0.1911
H: 0.3407 4.3057 -1.9914  0.1852
H: 2.2733 0.2597 -2.2918  0.2115
Te: -1.8607 -0.3655 2.6726  0.4717
C: -3.3451 -0.6435 4.2260  -0.2704
C: -4.4440 0.2057 4.3081  -0.1824
C: -5.3582 0.0909 5.3520  -0.2427
C: -5.1878 -0.8831 6.3258  -0.2377
C: -4.0909 -1.7324 6.2587  -0.2123
C: -3.1749 -1.6072 5.2197  -0.2427
C: -0.7535 0.9502 3.8632  -0.4615
C: -1.2813 2.2227 4.2655  -0.2658
C: -0.5193 3.0968 5.0085  -0.2596
C: 0.8049 2.7749 5.3958  -0.4171
C: 1.3196 1.4921 5.0342  -0.2721
C: 0.5639 0.6089 4.2949  -0.2900
H: -4.5897 0.9597 3.5411  0.2005
H: -6.2116 0.7592 5.4014  0.1986
H: -5.9080 -0.9838 7.1304  0.1988
H: -3.9549 -2.4971 7.0164  0.1979
H: -2.3166 -2.2681 5.1751  0.2124
H: -2.2923 2.5006 3.9805  0.1891
H: -0.9443 4.0523 5.3037  0.1891
H: 1.3922 3.4662 5.9882  0.1870
H: 2.3237 1.2070 5.3342  0.1912
H: 0.9837 -0.3478 3.9951  0.2155
N: 1.7882 4.6595 0.8740  -0.5230
C: 2.8667 3.7407 1.3764  -0.2555
C: 2.5025 2.3316 0.9339  -0.3024
N: 1.1643 1.9331 1.3443  -0.6343
C: 0.1345 2.8950 1.0062  -0.2664
C: 0.4709 4.2925 1.5023  -0.2616
H: 1.7022 4.5033 -0.1317  0.4479
H: 2.0231 5.6348 1.0286  0.4096
H: 2.9023 3.8454 2.4621  0.2158
H: 3.8181 4.0526 0.9412  0.2080
H: 3.2310 1.6216 1.3310  0.2283
H: 2.5212 2.2272 -0.1656  0.2782
H: 1.1186 1.6655 2.3190  0.4178
H: -0.8170 2.5737 1.4252  0.2661
H: 0.0381 2.9303 -0.0899  0.2108
H: 0.5899 4.3009 2.5868  0.2383
H: -0.2821 5.0238 1.2060  0.2114

Calculated values
* spin multiplicity: 2
* HOMO energy (spin up / spin down): -0.66 / -3.10 eV
* energy relative to the best compared isomer or geometry (same formula, charge and spin): 51.2 kcal/mol
* <S²>: 0.760
* HOMO-LUMO gap (spin up / spin down): 2.6 / 5.0 eV
* net charge: -1



[4]
Molecular formula: C35H18Cl5N4O10S4Y
Method: DFT, the ωB97M-V functional and the def2-TZVPD basis

Last column: Mulliken charge in e.
Geometry (Å):
Y: 0.3932 0.0586 -0.2717  -0.1452
O: 6.1607 -4.4343 1.1131  -0.7420
C: 5.0301 -4.6128 1.5962  0.4490
O: 4.6206 -5.4183 2.4496  -0.7461
C: 4.0005 -3.5105 1.2223  -1.0737
C: 2.7128 -3.5385 1.7248  -0.9248
C: 1.8077 -2.5537 1.3567  0.5766
N: 2.1408 -1.5631 0.5184  1.1539
C: 3.3979 -1.5023 0.0614  0.6787
C: 4.3458 -2.4620 0.3904  -0.9697
C: 3.7314 -0.3395 -0.8012  0.3201
C: 4.9772 -0.2119 -1.4060  -0.7695
C: 5.2229 0.8780 -2.2204  -0.6507
C: 4.2270 1.8206 -2.4038  -0.9960
C: 3.0169 1.6311 -1.7597  -0.2636
N: 2.7735 0.5786 -0.9799  0.7298
C: 0.4430 -2.5060 1.9404  0.5465
C: -0.0752 -3.5581 2.6895  -0.9349
C: -1.3241 -3.4212 3.2678  -0.7136
C: -2.0199 -2.2364 3.0998  -0.9961
C: -1.4440 -1.2465 2.3243  -0.4216
N: -0.2545 -1.3829 1.7494  0.5896
H: 2.4720 -4.3346 2.4142  0.5998
H: 5.3643 -2.4369 0.0326  0.6569
H: 5.7395 -0.9597 -1.2540  0.4421
H: 6.1842 0.9856 -2.7070  0.4135
H: 4.3726 2.6894 -3.0301  0.4465
H: 2.2038 2.3403 -1.8476  0.4058
H: 0.4865 -4.4715 2.8123  0.4319
H: -1.7460 -4.2333 3.8460  0.3976
H: -2.9965 -2.0823 3.5375  0.4538
H: -1.9538 -0.3085 2.1454  0.6360
O: -3.5777 2.0711 -0.6060  -0.7438
S: -2.8651 0.9431 -1.0987  1.5860
O: -2.1935 1.4493 -2.4227  -0.6890
O: -1.9055 0.3048 -0.2237  0.0423
C: -4.0501 -0.2666 -1.6100  0.5058
C: -5.1044 0.2433 -2.3667  -0.8656
C: -6.1775 -0.5485 -2.7122  -0.7087
C: -6.2107 -1.8702 -2.2667  -0.4913
C: -5.1708 -2.3810 -1.5231  -0.5120
C: -4.0445 -1.6074 -1.1908  -0.0153
S: -1.6053 -2.7971 -1.5388  0.1324
O: -3.0466 -2.1749 -0.5143  -0.4146
O: -1.9074 -2.2076 -2.8324  -0.4581
O: -0.5134 -2.1337 -0.8123  0.0986
H: -5.0653 1.2813 -2.6742  0.4750
H: -6.9826 -0.1438 -3.3105  0.3945
H: -7.0540 -2.5043 -2.5141  0.3540
H: -5.1702 -3.4103 -1.1865  0.4729
Cl: 1.8731 -1.5976 -3.1229  -0.1815
C: 0.6260 -0.4989 -3.6663  1.1851
C: -0.1367 0.1463 -2.7022  0.0477
C: -1.2443 0.7954 -3.2226  -0.2140
Cl: 0.1254 2.6501 -0.5807  -0.4846
C: -1.5397 0.8926 -4.5780  0.0780
Cl: -2.9530 1.7197 -5.1099  -0.2193
C: -0.6789 0.3111 -5.5012  0.5987
Cl: -0.9808 0.4650 -7.1928  -0.2453
C: 0.4171 -0.4117 -5.0390  -0.4201
Cl: 1.4712 -1.1841 -6.1701  -0.2283
O: 3.3629 5.6983 2.2067  -0.6291
S: 2.2160 5.1077 1.5295  0.5956
O: 0.8441 5.6737 2.4329  -0.6256
N: 2.2162 3.5222 1.8160  -0.4932
C: 1.3368 2.8109 2.4537  0.8182
S: 1.4119 1.1000 2.3941  -0.5235
C: 0.2874 3.4714 3.2755  0.3825
C: -0.5453 2.7401 4.1236  -0.4992
C: -1.4811 3.3558 4.9330  -0.9211
C: -1.6018 4.7405 4.9092  -0.2454
C: -0.7934 5.4905 4.0786  -0.6428
C: 0.1399 4.8634 3.2528  0.6247
H: -0.4238 1.6648 4.1246  0.3700
H: -2.1142 2.7607 5.5798  0.3841
H: -2.3324 5.2373 5.5371  0.3438
H: -0.8694 6.5695 4.0321  0.4014

Calculated values
* HOMO energy: -3.45 eV
* energy relative to the best compared isomer or geometry (same formula, charge and spin): 43.2 kcal/mol
* HOMO-LUMO gap: 7.1 eV
* net charge: -2



[5]
Molecular formula: C9H14
Method: DFT, the ωB97M-V functional and the def2-TZVPD basis

Last column: natural (NBO) charge in e.
Geometry (Å):
C: -1.1417 2.4095 0.1065  -0.6335
C: 0.0496 1.5717 0.4884  -0.0063
C: -0.0181 0.7351 1.6075  -0.2163
C: 0.9755 -0.1789 1.9198  -0.2090
C: 2.1167 -0.2031 1.1194  -0.2265
C: 2.2577 0.6934 0.0806  -0.2042
C: 1.2029 1.5363 -0.2823  -0.2183
H: -1.2193 3.3387 0.6824  0.2203
H: -2.0535 1.8403 0.2963  0.2188
H: -1.0913 2.7389 -0.9358  0.2167
H: -0.9353 0.7708 2.1781  0.2049
H: 0.7743 -0.8411 2.7534  0.2181
H: 2.9532 -0.8814 1.2862  0.2151
H: 3.1619 0.6887 -0.5090  0.2121
H: 1.2863 2.1917 -1.1478  0.2093
C: -1.7698 -1.9303 -1.3463  -0.6063
C: -0.2913 -2.1804 -1.1078  -0.6116
H: -2.2911 -2.7751 -1.8078  0.1991
H: -2.3041 -1.8554 -0.3981  0.1992
H: -1.9515 -1.0407 -1.9457  0.2020
H: -0.1339 -3.0921 -0.5387  0.2015
H: 0.1272 -1.3963 -0.4709  0.2127
H: 0.2956 -2.1401 -2.0286  0.2021

Calculated values
* HOMO energy: -9.09 eV
* energy relative to the best compared isomer or geometry (same formula, charge and spin): 3.9 kcal/mol
* SMILES: Cc1ccccc1.CC
* HOMO-LUMO gap: 10.1 eV
* net charge: 0



[6]
Molecular formula: C3H8NOS
Method: DFT, the ωB97M-V functional and the def2-TZVPD basis

Last column: natural (NBO) charge in e.
Geometry (Å):
N: 1.4937 0.5827 -0.4222  -0.6797
C: 0.2351 -0.2934 -0.4228  -0.1676
C: -0.8690 0.3714 -1.2174  0.4268
O: -0.6891 1.3738 -1.8359  -0.4713
C: -0.2266 -0.3903 1.0263  -0.5766
S: -1.5110 -1.6249 1.4312  0.0436
H: 1.2209 1.5625 -0.5979  0.4596
H: 1.8506 0.5566 0.5272  0.4445
H: 2.1744 0.3179 -1.1360  0.4583
H: 0.5979 -1.2408 -0.8228  0.2556
H: -1.8118 -0.1589 -0.9835  0.1639
H: 0.6082 -0.8472 1.5774  0.2423
H: -0.4662 0.6054 1.4051  0.2471
H: -2.6071 -0.8147 1.4714  0.1537

Calculated values
* HOMO energy: -13.55 eV
* energy relative to the best compared isomer or geometry (same formula, charge and spin): 12.4 kcal/mol
* SMILES: [NH3+][C@H](C=O)CS
* HOMO-LUMO gap: 9.6 eV
* net charge: +1



[7]
Molecular formula: C4H6ErO3
Method: DFT, the ωB97M-V functional and the def2-TZVPD basis

Last column: natural (NBO) charge in e.
Geometry (Å):
C: -4.7600 -1.1831 0.4919  0.7386
C: -3.5449 -0.8694 0.7688  -0.5303
O: -5.9901 -1.0092 0.5397  -0.4954
H: -3.5551 -1.8195 1.5402  0.3677
H: -3.2790 0.1410 1.0918  0.3325
H: -6.4095 -0.7436 -0.3035  0.5823
O: -1.1969 -0.6816 -0.5344  -0.4948
C: -0.2039 -0.0040 -0.7315  0.2733
O: 1.0343 -0.6310 -0.7444  -0.6334
Er: 1.3071 1.9276 -0.9461  2.4154
C: 1.1762 -2.0359 -1.0045  -0.2793
H: 0.8187 -2.5871 -0.1275  0.2432
H: 0.5897 -2.3149 -1.8874  0.2359
H: 2.2412 -2.2031 -1.1816  0.2442

Calculated values
* spin multiplicity: 4
* HOMO energy (spin up / spin down): -20.98 / -20.92 eV
* energy relative to the best compared isomer or geometry (same formula, charge and spin): 15.0 kcal/mol
* <S²>: 3.753
* HOMO-LUMO gap (spin up / spin down): 6.4 / 6.5 eV
* net charge: +3



[8]
Molecular formula: C3HF5NO
Method: DFT, the ωB97M-V functional and the def2-TZVPD basis

Last column: natural (NBO) charge in e.
Geometry (Å):
C: -0.2724 0.1422 0.2656  -0.5517
C: 0.2505 1.3805 0.8807  0.7213
C: -1.5965 -0.3715 0.5334  0.9548
N: -0.3202 2.0212 -0.2306  -0.0179
O: 0.4176 2.3714 -1.1974  -0.5476
F: -0.2923 1.7528 2.0787  -0.3507
F: 1.6086 1.3891 1.1081  -0.3535
F: -1.6313 -1.4190 1.4584  -0.3865
F: -2.4878 0.5023 1.0146  -0.3287
F: -2.1879 -0.9513 -0.5532  -0.3609
H: 0.3973 -0.4590 -0.3199  0.2214

Calculated values
* HOMO energy: -3.62 eV
* energy relative to the best compared isomer or geometry (same formula, charge and spin): 0.0 kcal/mol
* HOMO-LUMO gap: 7.9 eV
* net charge: -1



| no. | maximum force (hartree/bohr) |
| --- | --- |
| 1 | 0.157 |
| 2 | 0.064 |
| 3 | 0.015 |
| 4 | 0.025 |
| 5 | 0.015 |
| 6 | 0.025 |
| 7 | 0.095 |
| 8 | 0.035 |